{"formula": "C6H8N2", "method": "ωB97M-V/def2-TZVPD", "orbital_gap_ev": [8.511, 8.510], "charge": 0, "spin_multiplicity": 1, "symbols": ["C", "N", "C", "C", "C", "C", "C", "N", "H", "H", "H", "H", "H", "H", "H", "H"], "coordinates": [[-0.6369, 2.1046, 0.0881], [-0.6873, -0.6272, 0.1150], [0.5291, -0.2485, 0.5298], [0.1324, 0.9542, -0.4909], [-0.9563, -1.7222, -0.8820], [-1.2904, -2.3927, 0.1525], [1.6139, -0.6007, 1.1869], [0.7631, 1.0865, -1.5911], [1.2645, 0.2480, -1.8851], [-0.8782, -1.6299, -1.9463], [-1.4464, -2.8915, 1.0828], [-0.8979, 1.9144, 1.1262], [-0.0482, 3.0161, 0.0065], [-1.5527, 2.2462, -0.4869], [1.6125, -1.4980, 1.7900], [2.4789, 0.0407, 1.2045]], "forces_ev_per_angstrom": [[-0.4, -0.2, -0.1], [-3.7, -4.1, -0.3], [0.3, 2.1, -2.8], [3.9, 1.1, 1.8], [0.3, 0.6, 2.2], [0.9, 1.2, -0.2], [-0.3, -0.2, 0.4], [-1.2, -0.4, -0.8], [0.3, 0.2, 0.4], [0.0, -0.1, -0.4], [-0.3, -0.3, -0.3], [0.0, 0.0, 0.0], [0.1, 0.0, 0.0], [0.0, 0.1, 0.1], [0.1, -0.2, -0.1], [0.0, 0.1, 0.1]]}

{"formula": "C8H20F18K3O4P3", "method": "ωB97M-V/def2-TZVPD", "orbital_gap_ev": 6.485, "charge": 0, "spin_multiplicity": 1, "symbols": ["K", "K", "K", "P", "F", "F", "F", "F", "F", "F", "P", "F", "F", "F", "F", "F", "F", "P", "F", "F", "F", "F", "F", "F", "C", "O", "C", "C", "O", "C", "H", "H", "H", "H", "H", "H", "H", "H", "H", "H", "C", "O", "C", "C", "O", "C", "H", "H", "H", "H", "H", "H", "H", "H", "H", "H"], "coordinates": [[12.5509, 7.1702, -7.1515], [6.9731, 3.8683, -2.8895], [8.6348, 8.9620, -3.9250], [15.1091, 7.0610, -2.8711], [15.2739, 8.5197, -3.5894], [14.1037, 6.7072, -4.1011], [16.3874, 6.5708, -3.7293], [15.0270, 5.6098, -2.1578], [16.1708, 7.5583, -1.7500], [13.8673, 7.4995, -1.9284], [10.3585, 8.7146, -0.3240], [10.8398, 7.7783, -1.5123], [11.8123, 8.3363, 0.4202], [11.1495, 9.9366, -1.0823], [9.9773, 9.8704, 0.7541], [9.0743, 8.9957, -1.1694], [9.6080, 7.5423, 0.4187], [10.1869, 5.4534, -4.7889], [10.7564, 4.1006, -4.1777], [11.7240, 5.9734, -5.0118], [10.2555, 5.0231, -6.3009], [9.6614, 6.8643, -5.4619], [8.6585, 4.8426, -4.6052], [10.2333, 6.1541, -3.2890], [10.9321, 3.9995, -9.3506], [11.9845, 4.9037, -9.3200], [12.1079, 5.7253, -10.5098], [11.0721, 6.8717, -10.6670], [11.1922, 7.8717, -9.6355], [10.3415, 8.9853, -9.8886], [11.2787, 3.2339, -10.0447], [9.9780, 4.2396, -9.8200], [10.6421, 3.5475, -8.4020], [11.9991, 5.0182, -11.3321], [13.1390, 6.0614, -10.4002], [10.0702, 6.4630, -10.7980], [11.2689, 7.3840, -11.6088], [9.2925, 8.6897, -9.8703], [10.7145, 9.3050, -10.8616], [10.5697, 9.7627, -9.1594], [13.5623, 2.5221, -4.0120], [12.9113, 2.7498, -2.7598], [12.0498, 1.6561, -2.3326], [12.8706, 0.6969, -1.4156], [13.5719, -0.3328, -2.0621], [14.0856, -1.3844, -1.2460], [14.1095, 1.5796, -4.0354], [14.3902, 3.2166, -4.1541], [12.8486, 2.5870, -4.8333], [11.6749, 1.1084, -3.1972], [11.1136, 2.0328, -1.9206], [12.0775, 0.3221, -0.7685], [13.5607, 1.3158, -0.8422], [13.2245, -1.9587, -0.9041], [14.6575, -1.2607, -0.3264], [14.5932, -2.1691, -1.8070]], "forces_ev_per_angstrom": [[0.1, -0.4, 0.3], [0.5, 0.1, 0.0], [0.8, -0.2, 0.8], [0.9, 0.8, 1.4], [-0.5, 0.5, 0.2], [-0.2, -0.8, 0.0], [0.0, -0.7, -0.8], [-0.1, -0.2, -0.9], [-0.3, 0.1, 0.4], [0.3, 0.5, -0.9], [6.1, 1.2, 1.2], [-0.2, -1.2, -0.8], [-2.0, 0.5, 0.2], [-0.3, 0.3, -0.7], [-0.6, -1.3, 0.4], [-3.2, 1.1, -1.6], [-0.5, -0.4, 0.7], [3.7, 1.1, 1.9], [-0.6, -0.2, -0.5], [-0.3, 0.3, 0.3], [-0.7, -2.2, -1.3], [-1.3, 1.1, 1.1], [-0.2, 0.8, 0.0], [-1.5, -0.8, -2.0], [-0.5, -1.9, -1.2], [-0.4, 2.2, 0.6], [-0.5, -0.5, 1.3], [1.1, 0.0, 0.2], [-0.2, -1.4, 0.6], [1.2, -0.4, -0.4], [-0.1, -0.8, 0.2], [-0.1, 1.3, 0.0], [0.7, 0.4, 0.2], [0.1, 0.3, -0.5], [-0.1, 0.4, -0.5], [-0.3, 0.0, 0.6], [0.3, -0.1, -0.3], [-0.1, 0.2, -0.1], [-0.9, 0.7, -0.3], [-0.2, -0.1, 0.1], [0.4, -0.2, 0.5], [-0.8, -0.7, -0.1], [2.3, 0.0, -1.4], [-1.3, 0.9, 0.5], [1.0, -0.3, -0.5], [-1.6, -1.3, 0.1], [-0.4, -0.6, 0.1], [-0.5, 0.7, 0.3], [0.0, 0.0, -0.2], [0.3, -0.3, -0.4], [0.5, 0.4, 0.8], [0.2, -0.7, 0.6], [-0.1, 0.1, 0.2], [-0.5, 0.0, 0.4], [0.3, 1.3, -0.2], [0.3, 0.7, -0.7]]}

{"formula": "C10H20Cl10", "method": "ωB97M-V/def2-TZVPD", "smiles": "ClCCCl.ClCCCl.ClCCCl.ClCCCl.ClCCCl", "orbital_gap_ev": 10.918, "charge": 0, "spin_multiplicity": 1, "symbols": ["Cl", "C", "C", "Cl", "H", "H", "H", "H", "Cl", "C", "C", "Cl", "H", "H", "H", "H", "Cl", "C", "C", "Cl", "H", "H", "H", "H", "Cl", "C", "C", "Cl", "H", "H", "H", "H", "Cl", "C", "C", "Cl", "H", "H", "H", "H"], "coordinates": [[-4.9813, 6.2612, -2.4763], [-4.4668, 5.3076, -3.9223], [-5.6474, 4.4451, -4.4854], [-6.1151, 3.0776, -3.4329], [-3.5885, 4.7247, -3.6448], [-4.3058, 6.0358, -4.7172], [-5.4530, 4.1088, -5.5039], [-6.4753, 5.1517, -4.5449], [1.1601, -1.4309, 1.5428], [-0.5112, -1.7151, 0.8810], [-1.4476, -0.5907, 1.1982], [-0.6380, 0.9728, 0.9795], [-1.0137, -2.5856, 1.3027], [-0.3640, -1.8446, -0.1912], [-1.7605, -0.5091, 2.2392], [-2.3625, -0.5950, 0.6057], [-1.5669, -1.4061, -5.6924], [-2.4927, -2.3893, -6.8171], [-1.8979, -3.7584, -7.0146], [-1.8008, -4.6504, -5.4437], [-2.6162, -1.8069, -7.7301], [-3.5075, -2.3688, -6.4199], [-0.8749, -3.7117, -7.3879], [-2.6034, -4.2905, -7.6527], [-1.3036, -2.8344, 8.5583], [0.2142, -3.3690, 7.8304], [0.4484, -4.8331, 8.2505], [1.8543, -5.5590, 7.3626], [1.0637, -2.7436, 8.1047], [0.0827, -3.2987, 6.7506], [-0.4105, -5.4641, 8.0217], [0.6899, -4.8683, 9.3128], [8.9352, 4.9560, 2.4983], [7.8951, 4.0043, 1.4088], [7.5106, 2.6675, 2.0079], [8.9645, 1.6047, 2.2911], [8.4652, 3.8226, 0.4977], [7.0720, 4.6854, 1.1931], [6.9173, 2.0777, 1.3092], [6.9319, 2.7198, 2.9302]], "forces_ev_per_angstrom": [[0.1, -0.4, -0.4], [-1.3, -0.6, -0.4], [0.5, 1.1, 0.8], [0.2, 0.3, -0.3], [-0.1, 0.2, -0.2], [0.5, 0.0, 0.2], [0.3, -0.3, 0.2], [-0.3, -0.3, 0.1], [-0.8, -0.7, 0.0], [0.1, -0.1, 0.0], [-0.1, 1.2, 0.6], [-0.2, 0.8, -0.5], [0.7, -0.4, 0.0], [-0.1, 0.1, 0.1], [0.1, -0.7, 0.0], [0.2, -0.2, -0.2], [0.5, 0.5, 0.3], [-0.7, 0.7, 0.1], [-0.5, 0.1, 0.5], [-0.1, 0.1, -0.4], [0.6, -0.3, -0.3], [0.1, -0.7, 0.2], [-0.3, -0.1, -0.2], [0.5, -0.3, -0.1], [-0.1, 0.3, 0.3], [0.4, -1.1, -0.6], [0.3, 0.4, -0.2], [-0.4, 0.4, 0.2], [-0.3, 0.1, 0.2], [0.1, -0.1, 0.1], [0.1, 0.2, 0.1], [-0.1, -0.2, -0.1], [0.2, 0.0, 0.2], [0.4, -0.1, 0.0], [-0.1, -0.6, -0.1], [-0.5, 0.6, 0.0], [0.0, 0.1, 0.0], [-0.3, -0.5, 0.0], [0.0, 0.3, -0.2], [0.4, 0.2, 0.1]]}

{"formula": "C5H8S", "method": "ωB97M-V/def2-TZVPD", "smiles": "CC=C=CCS", "orbital_gap_ev": 9.511, "charge": 0, "spin_multiplicity": 1, "symbols": ["C", "C", "C", "C", "C", "S", "H", "H", "H", "H", "H", "H", "H", "H"], "coordinates": [[2.1878, -0.5757, 1.0673], [1.6339, 0.4341, 0.0433], [0.3434, 0.4613, -0.2403], [-0.7693, 0.1189, -0.8588], [-2.2515, 0.5574, -0.9099], [-2.8777, 0.1600, 0.7804], [2.5627, -0.0762, 1.9308], [3.0361, -0.8437, 0.5523], [1.5295, -1.3765, 1.3901], [2.3566, 1.1494, -0.2816], [-0.6415, -0.7454, -1.4518], [-2.4530, 1.6745, -1.0455], [-2.6508, -0.0978, -1.7703], [-2.0061, -0.8402, 0.7939]], "forces_ev_per_angstrom": [[-1.5, 1.8, -0.1], [-1.9, -1.0, 2.0], [0.4, 0.1, -1.0], [-0.3, 1.3, 0.0], [0.8, 0.2, -0.1], [-0.4, 0.0, -0.7], [0.1, 0.5, 0.9], [2.1, -1.7, -0.9], [0.0, 0.0, -0.4], [0.2, 0.3, -0.7], [0.4, -0.8, -1.1], [0.5, -1.7, -0.2], [-0.1, 1.4, 1.6], [-0.1, -0.4, 0.6]]}